[1]
C16H10FNO4 in the gas phase, computed with ωB97M-V/def2-TZVPD.

Structure (SMILES): O=C(CN1C(=O)c2ccccc2C1=O)Oc1ccc(F)cc1
HOMO level (eV): -9.51
E_LUMO (Eh): -0.01567

CARTESIAN COORDINATES (ANGSTROEM)
F (-5.90, -1.36, 2.30)
O (0.38, -0.54, -2.52)
O (0.06, 2.32, -0.34)
O (-1.96, 1.96, 0.46)
O (1.87, 0.05, 1.74)
N (0.84, -0.25, -0.29)
C (5.35, -0.47, -1.10)
C (3.12, -0.30, -0.33)
C (4.46, -0.29, -0.04)
C (2.66, -0.48, -1.64)
C (-4.83, -0.31, 0.49)
C (1.18, -0.43, -1.63)
C (-0.50, 0.03, 0.14)
C (-4.93, -0.55, 1.85)
C (-3.04, 0.83, 2.28)
C (4.90, -0.65, -2.39)
C (-3.83, 0.51, 0.02)
C (3.54, -0.66, -2.69)
C (-2.93, 1.08, 0.92)
C (-4.04, 0.01, 2.75)
C (-0.76, 1.54, 0.06)
C (1.94, -0.13, 0.55)
H (3.18, -0.80, -3.69)
H (-1.20, -0.50, -0.51)
H (5.62, -0.79, -3.19)
H (-0.63, -0.31, 1.17)
H (6.42, -0.47, -0.90)
H (4.81, -0.15, 0.97)
H (-2.34, 1.29, 2.97)
H (-5.54, -0.76, -0.19)
H (-4.15, -0.20, 3.81)
H (-3.73, 0.73, -1.03)

[2]
2 unconnected molecules or ions with the total composition C16H10N6O7 in a non-equilibrium geometry, computed with ωB97M-V/def2-TZVPD.

HOMO level (eV): -8.78
E_LUMO (Eh): -0.07825

CARTESIAN COORDINATES (ANGSTROEM)
O (-3.29, 0.74, 1.87)
O (3.51, -0.39, 2.39)
O (-2.95, -1.53, 1.97)
O (0.77, -2.04, 9.23)
O (-0.24, 4.29, 1.85)
O (1.87, 3.38, 2.03)
O (2.36, -2.16, 1.87)
N (2.44, -0.94, 2.12)
N (0.53, 3.29, 1.95)
N (-0.11, -3.56, 3.93)
N (-2.51, -0.35, 1.97)
N (2.29, 2.13, 2.07)
N (-2.45, 1.76, 1.87)
C (0.49, -3.84, 7.57)
C (1.25, 1.28, 2.05)
C (0.15, -1.90, 5.63)
C (0.08, 2.00, 1.98)
C (1.23, -0.16, 2.10)
C (-0.01, -5.88, 4.56)
C (0.36, -1.54, 6.92)
C (0.21, -5.59, 5.86)
C (0.10, -3.25, 5.24)
C (0.99, -3.05, 10.19)
C (0.02, -0.81, 2.10)
C (-0.16, -4.83, 3.64)
C (0.54, -2.51, 7.94)
C (-1.18, 1.32, 1.98)
C (-1.16, -0.07, 2.05)
C (0.27, -4.24, 6.24)
H (-0.33, -5.08, 2.60)
H (1.17, -2.57, 11.15)
H (0.02, -1.14, 4.88)
H (1.86, -3.64, 9.92)
H (0.41, -0.50, 7.21)
H (0.10, -3.69, 10.27)
H (-0.01, -1.89, 2.11)
H (0.62, -4.60, 8.31)
H (0.33, -6.36, 6.60)
H (-0.06, -6.90, 4.23)

[3]
A molecular structure, C16H11AsCl3FN2O3ReS4 in a non-equilibrium geometry, computed with ωB97M-V/def2-TZVPD.

Energy above the lowest of the compared OMol25 structures with the same formula, charge and spin (eV): 1.1326
HOMO level (eV): -16.43
E_LUMO (Eh): -0.41358
Charge: +3

CARTESIAN COORDINATES (ANGSTROEM)
Re (0.16, 0.10, -0.25)
As (-4.43, 0.00, 4.12)
Cl (2.42, 4.92, -1.08)
Cl (0.15, 4.91, -2.91)
Cl (-0.25, 5.58, -0.10)
S (-0.98, -0.73, -2.15)
S (-4.12, 0.53, 5.94)
S (-1.11, 0.20, 1.37)
S (-2.77, -1.22, -2.02)
F (5.98, 3.19, 0.47)
O (2.07, 0.30, -0.34)
O (1.58, -3.78, -0.68)
O (0.56, -1.82, -0.55)
N (0.25, 2.12, -0.68)
N (5.26, -2.24, 0.26)
C (6.88, 1.04, 0.63)
C (6.74, -0.32, 0.59)
C (6.02, -4.58, 0.77)
C (2.93, -1.92, -0.15)
C (4.36, 0.01, 0.14)
C (1.65, -2.61, -0.47)
C (4.54, 1.40, 0.19)
C (7.45, -2.58, 1.33)
C (6.44, -3.18, 0.37)
C (5.79, 1.88, 0.42)
C (7.92, -1.23, 0.83)
C (4.06, -2.72, 0.03)
C (5.46, -0.86, 0.34)
C (0.68, 4.64, -1.26)
C (3.08, -0.56, -0.11)
C (0.44, 3.22, -0.93)
H (3.95, -3.79, -0.03)
H (5.47, -5.11, -0.01)
H (3.71, 2.08, 0.04)
H (5.44, -4.58, 1.69)
H (6.93, -5.16, 0.95)
H (8.48, -1.34, -0.10)
H (7.85, 1.49, 0.83)
H (8.60, -0.76, 1.54)
H (8.30, -3.27, 1.39)
H (7.01, -2.51, 2.33)
H (6.87, -3.19, -0.64)

[4]
A molecular structure, C16H12AsClNO7RuS4, computed with ωB97M-V/def2-TZVPD.

Energy above the lowest of the compared OMol25 structures with the same formula, charge and spin (eV): 0.0000
Spin multiplicity: 6
HOMO level (alpha / beta) (eV): -1.72 / -1.91
E_LUMO (alpha / beta) (Eh): 0.14095 / 0.14095
Charge: -2

CARTESIAN COORDINATES (ANGSTROEM)
Ru (-0.49, -0.47, -1.07)
As (0.70, -3.07, -2.50)
Cl (-5.82, 1.63, 5.28)
S (1.07, -0.85, -2.79)
S (-0.34, -3.84, -4.15)
S (2.47, -4.01, -1.87)
S (-0.69, -2.83, -0.74)
O (-2.51, -0.13, -2.11)
O (1.95, -1.49, 1.44)
O (-4.97, 1.53, -0.53)
O (-2.88, -0.38, 0.07)
O (-1.89, 3.24, 0.62)
O (0.60, -3.00, 2.40)
O (-0.92, 1.75, -0.74)
N (-0.32, 0.18, 1.32)
C (-1.76, 0.30, 3.66)
C (-5.25, 2.71, 1.45)
C (-0.89, -0.76, 3.43)
C (-1.88, 1.31, 2.72)
C (-5.15, 1.46, 0.81)
C (-1.36, 2.16, 0.37)
C (-5.25, 0.29, 1.54)
C (-0.16, -0.76, 2.25)
C (-3.25, -0.10, -1.09)
C (-4.70, 0.35, -1.28)
C (0.91, -1.77, 1.96)
C (-1.16, 1.19, 1.53)
C (-5.46, 2.74, 2.82)
C (-5.46, 0.33, 2.91)
C (-5.57, 1.56, 3.54)
C (-5.06, 3.97, 0.66)
H (1.26, -3.59, 1.99)
H (-2.54, 2.15, 2.85)
H (-5.25, 4.84, 1.28)
H (-2.34, 0.34, 4.58)
H (-5.08, -0.67, 1.07)
H (-5.74, 3.99, -0.20)
H (-4.87, 0.62, -2.32)
H (-5.38, -0.46, -1.00)
H (-0.77, -1.57, 4.13)
H (-4.04, 4.01, 0.28)
H (-5.53, 3.69, 3.33)
H (-5.51, -0.58, 3.49)

[5]
C16H12BrClN2O2S in the gas phase in a non-equilibrium geometry, computed with ωB97M-V/def2-TZVPD.

Energy above the lowest of the compared OMol25 structures with the same formula, charge and spin (eV): 1.3624
HOMO level (eV): -7.85
E_LUMO (Eh): 0.00269

CARTESIAN COORDINATES (ANGSTROEM)
Br (5.58, 4.06, -0.74)
Cl (4.04, 4.77, 2.10)
S (-1.10, -1.03, -2.93)
O (0.09, -0.21, -3.09)
O (0.01, -2.38, -0.15)
N (-0.96, -0.45, 2.39)
N (1.63, 0.29, -0.94)
C (0.31, 0.03, 2.50)
C (3.50, 2.03, -0.85)
C (2.44, 1.27, -0.33)
C (-1.45, -0.66, -1.17)
C (-2.34, -0.04, -3.93)
C (3.55, 3.32, 1.29)
C (0.99, 0.25, 3.70)
C (4.18, 2.98, 0.01)
C (2.54, 2.44, 1.76)
C (-0.98, -0.64, 4.78)
C (1.01, 0.41, 1.31)
C (0.28, -0.14, 4.88)
C (-1.53, -0.86, 3.49)
C (-0.29, -1.18, -0.24)
C (2.07, 1.37, 1.05)
C (0.76, -0.11, 0.02)
H (-1.35, -0.90, 5.78)
H (0.74, 0.05, 5.87)
H (-2.11, 1.04, -3.92)
H (-3.30, -0.09, -3.50)
H (-2.51, -1.39, 3.46)
H (-2.31, -1.22, -0.76)
H (1.94, 2.64, 2.63)
H (3.78, 1.84, -1.88)
H (-2.36, -0.37, -4.97)
H (1.51, 0.11, -1.92)
H (1.85, 0.93, 3.79)
H (-1.68, 0.38, -0.97)

[6]
2 unconnected molecules or ions with the total composition C16H12Cl4N2O2 in a non-equilibrium geometry, computed with ωB97M-V/def2-TZVPD.

Energy above the lowest of the compared OMol25 structures with the same formula, charge and spin (eV): 0.6443
Structure (SMILES): O=C1C(=O)C(Cl)=C(Cl)C(Cl)=C1Cl.C=C1N(C)c2ccccc2N1C
HOMO level (eV): -7.09
E_LUMO (Eh): -0.08978

CARTESIAN COORDINATES (ANGSTROEM)
Cl (1.51, 2.10, 2.22)
Cl (-1.51, 2.10, 3.25)
Cl (3.15, -0.52, 2.89)
Cl (-3.08, -0.58, 2.53)
O (1.44, -2.89, 3.09)
O (-1.35, -2.91, 2.96)
N (0.29, 3.47, -1.13)
N (0.63, 1.33, -1.47)
C (2.73, 1.55, -2.86)
C (1.38, 3.37, -1.97)
C (3.42, 3.89, -3.10)
C (1.45, -0.53, 2.84)
C (-1.40, -0.55, 2.76)
C (-0.25, 4.70, -0.59)
C (2.28, 4.34, -2.43)
C (-0.17, 2.21, -0.78)
C (-0.70, 0.65, 2.79)
C (0.81, -1.84, 2.95)
C (-1.05, 1.90, 0.25)
C (0.73, 0.64, 2.69)
C (3.64, 2.51, -3.31)
C (1.60, 2.01, -2.19)
C (0.53, -0.10, -1.34)
C (-0.74, -1.85, 2.89)
H (-0.27, 4.67, 0.50)
H (-1.61, 2.72, 0.67)
H (4.55, 2.20, -3.84)
H (2.06, 5.40, -2.26)
H (0.38, 5.52, -0.93)
H (4.16, 4.60, -3.46)
H (0.67, -0.42, -0.30)
H (2.86, 0.48, -3.02)
H (-1.28, 4.86, -0.96)
H (1.30, -0.56, -1.97)
H (-1.32, 0.86, 0.37)
H (-0.46, -0.44, -1.68)

Please write out number 3 again, unchanged.
A molecular structure, C16H11AsCl3FN2O3ReS4 in a non-equilibrium geometry, computed with ωB97M-V/def2-TZVPD.

Energy above the lowest of the compared OMol25 structures with the same formula, charge and spin (eV): 1.1326
HOMO level (eV): -16.43
E_LUMO (Eh): -0.41358
Charge: +3

CARTESIAN COORDINATES (ANGSTROEM)
Re (0.16, 0.10, -0.25)
As (-4.43, 0.00, 4.12)
Cl (2.42, 4.92, -1.08)
Cl (0.15, 4.91, -2.91)
Cl (-0.25, 5.58, -0.10)
S (-0.98, -0.73, -2.15)
S (-4.12, 0.53, 5.94)
S (-1.11, 0.20, 1.37)
S (-2.77, -1.22, -2.02)
F (5.98, 3.19, 0.47)
O (2.07, 0.30, -0.34)
O (1.58, -3.78, -0.68)
O (0.56, -1.82, -0.55)
N (0.25, 2.12, -0.68)
N (5.26, -2.24, 0.26)
C (6.88, 1.04, 0.63)
C (6.74, -0.32, 0.59)
C (6.02, -4.58, 0.77)
C (2.93, -1.92, -0.15)
C (4.36, 0.01, 0.14)
C (1.65, -2.61, -0.47)
C (4.54, 1.40, 0.19)
C (7.45, -2.58, 1.33)
C (6.44, -3.18, 0.37)
C (5.79, 1.88, 0.42)
C (7.92, -1.23, 0.83)
C (4.06, -2.72, 0.03)
C (5.46, -0.86, 0.34)
C (0.68, 4.64, -1.26)
C (3.08, -0.56, -0.11)
C (0.44, 3.22, -0.93)
H (3.95, -3.79, -0.03)
H (5.47, -5.11, -0.01)
H (3.71, 2.08, 0.04)
H (5.44, -4.58, 1.69)
H (6.93, -5.16, 0.95)
H (8.48, -1.34, -0.10)
H (7.85, 1.49, 0.83)
H (8.60, -0.76, 1.54)
H (8.30, -3.27, 1.39)
H (7.01, -2.51, 2.33)
H (6.87, -3.19, -0.64)